240
Properties=species:S:1:pos:R:3 method="wB97M-V/def2-TZVPD" gap_ev="6.4 / 2.1" total_charge=+1 spin_multiplicity=2 s_squared=0.754
C -3.6869 -3.4735 -0.1353
C -3.2894 -4.6849 -1.0405
C -1.8861 -4.5118 -1.6237
C -0.7103 -4.5313 -0.6455
C -0.6641 -5.9276 0.0381
C -2.0686 -6.3479 0.6590
N -3.2373 -5.9944 -0.2839
O -4.4487 -6.3254 0.2463
C -1.9833 -7.8586 0.9842
C -2.1723 -5.6286 2.0107
C -4.3997 -4.7894 -2.1239
H -2.8936 -3.3760 0.6059
H -4.5945 -3.6349 0.4463
H -3.5859 -2.5278 -0.6678
H -1.6743 -5.3162 -2.3282
H -1.8834 -3.6960 -2.3466
H -0.7017 -3.7258 0.0889
H 0.2665 -4.3702 -1.1014
H -0.0371 -5.6444 0.8835
H -0.1101 -6.7395 -0.4331
H -2.9663 -8.2502 1.2456
H -1.6879 -8.3006 0.0326
H -1.2662 -8.1925 1.7341
H -1.7408 -4.6278 1.9910
H -3.2166 -5.7160 2.3107
H -1.6506 -6.1219 2.8307
H -4.3766 -3.9625 -2.8336
H -5.3570 -4.8113 -1.6032
H -4.4236 -5.6221 -2.8269
H -4.7150 -7.0421 -0.3343
C 4.4185 7.2366 7.1767
C 3.8970 5.8539 7.6747
C 2.7264 6.0143 8.6279
C 1.4091 6.3609 7.9866
C 1.1247 5.4756 6.8184
C 2.2545 5.4082 5.7883
N 3.5277 5.0606 6.4998
O 4.5955 4.7293 5.6939
C 1.9539 4.2709 4.7737
C 2.2796 6.6282 4.8910
C 5.0364 5.0754 8.4854
H 3.6352 7.9925 7.2335
H 4.9261 7.1554 6.2155
H 5.1264 7.6961 7.8666
H 2.5839 5.0412 9.0979
H 2.9270 6.7350 9.4207
H 1.4170 7.3831 7.6083
H 0.6005 6.3304 8.7169
H 0.2112 5.8652 6.3692
H 0.9120 4.4694 7.1796
H 0.9300 4.3357 4.4055
H 2.6204 4.4126 3.9229
H 1.9771 3.3372 5.3357
H 2.3802 7.5633 5.4421
H 3.1634 6.5340 4.2601
H 1.4831 6.6386 4.1470
H 5.9770 4.9883 7.9416
H 4.7964 4.0238 8.6423
H 5.2257 5.4632 9.4864
H 4.6259 3.7860 5.8696
C -1.8967 1.5955 -3.0903
C -3.1718 0.9913 -3.7704
C -4.3231 1.9407 -3.3237
C -5.6123 1.7236 -4.1501
C -5.2621 1.9544 -5.6060
C -4.2101 0.9778 -6.0831
N -2.9693 1.0334 -5.2474
O -1.9028 0.3040 -5.6355
C -4.8446 -0.3568 -6.3952
C -3.7697 1.6375 -7.4408
C -3.5835 -0.4423 -3.2071
H -1.0640 0.9101 -3.2482
H -1.9770 1.6146 -2.0034
H -1.6504 2.5977 -3.4409
H -4.5579 1.8063 -2.2678
H -3.9046 2.9429 -3.4168
H -6.3708 2.4264 -3.8055
H -6.0650 0.7440 -3.9963
H -4.8296 2.9498 -5.7068
H -6.1644 1.8500 -6.2085
H -5.5193 -0.3375 -7.2511
H -4.1019 -1.0492 -6.7914
H -5.3383 -0.8690 -5.5694
H -4.5354 1.6795 -8.2154
H -3.4416 2.6657 -7.2882
H -2.9604 1.0200 -7.8304
H -4.3465 -0.9316 -3.8126
H -4.0073 -0.4133 -2.2033
H -2.7519 -1.1407 -3.3001
H -1.2595 0.9811 -5.8573
C 3.0232 2.6186 -3.0997
C 2.4907 3.2207 -4.4380
C 2.7642 4.7690 -4.4159
C 4.1944 5.1269 -4.8782
C 4.6548 4.4647 -6.2334
C 4.5007 2.9181 -6.1017
N 3.0856 2.5874 -5.6262
O 2.8779 1.2100 -5.6048
C 4.6663 2.4641 -7.5687
C 5.6434 2.2609 -5.2511
C 0.9233 2.9614 -4.4712
H 2.3872 2.9440 -2.2764
H 4.0189 2.9885 -2.8553
H 3.1672 1.5402 -3.1661
H 2.0513 5.1671 -5.1379
H 2.5730 5.2844 -3.4747
H 4.8953 4.7983 -4.1108
H 4.3262 6.2081 -4.9186
H 5.7079 4.6755 -6.4196
H 4.0261 4.9431 -6.9844
H 5.6915 2.5837 -7.9192
H 4.2862 1.4604 -7.7588
H 3.9963 2.9168 -8.2995
H 5.3912 1.2005 -5.2469
H 6.5945 2.3956 -5.7661
H 5.8190 2.5433 -4.2131
H 0.7627 1.8908 -4.5985
H 0.4482 3.4583 -5.3170
H 0.3435 3.3244 -3.6226
H 2.1582 1.0217 -6.2116
C -0.5032 -5.0566 -5.0393
O -0.1099 -4.8020 -6.4022
C -0.9185 -3.8021 -7.0278
C -0.3031 -3.4261 -8.3180
N 0.9718 -2.6799 -8.1028
C 1.0040 -1.4988 -7.2505
C 0.4925 -0.2834 -8.0064
O 0.5423 0.8806 -7.2086
C 0.0962 2.0932 -7.8544
H -0.6298 -4.1268 -4.4848
H 0.2793 -5.6656 -4.5866
H -1.4300 -5.6140 -4.9037
H -1.2198 -3.0207 -6.3301
H -1.8474 -4.3229 -7.2605
H -0.9899 -2.7946 -8.8816
H -0.0567 -4.2517 -8.9856
H 1.5736 -3.3585 -7.6585
H 1.9628 -1.1770 -6.8441
H 0.4102 -1.6489 -6.3488
H -0.4720 -0.4583 -8.4832
H 1.1390 -0.0375 -8.8488
H 0.3570 3.0693 -7.4453
H -0.9698 1.8671 -7.8798
H 0.4223 2.1725 -8.8914
C -0.9533 3.3337 1.8751
O -0.6793 1.9769 2.1505
C 0.6079 1.5958 2.4998
C 0.7582 0.0744 2.2772
N 0.8972 -0.5034 0.9411
C -0.4100 -0.5030 0.1818
C -0.2794 -1.0514 -1.2251
O 0.6835 -0.2634 -1.8665
C 1.0921 -0.7883 -3.1248
H -1.7377 3.3985 1.1210
H -0.1094 3.8583 1.4272
H -1.1796 3.9096 2.7725
H 0.8640 1.8239 3.5344
H 1.3949 2.0734 1.9162
H 0.1466 -0.5133 2.9618
H 1.7564 -0.0563 2.6948
H 1.5950 -0.0597 0.3612
H -0.8550 0.4905 0.1268
H -1.0848 -1.1485 0.7440
H -1.2442 -1.0738 -1.7317
H 0.0398 -2.0912 -1.1534
H 0.4846 -0.6363 -4.0170
H 1.4153 -1.8226 -3.0068
H 1.9956 -0.2105 -3.3198
C -1.0312 -2.1898 4.7451
O -0.5258 -2.7857 3.5584
C 0.5398 -3.6487 3.7299
C 1.9099 -2.9874 3.7810
N 2.4581 -2.5938 2.4401
C 2.7592 -3.7427 1.5849
C 3.3269 -3.1084 0.2593
O 3.5342 -4.1994 -0.7039
C 3.9347 -3.7073 -1.9853
H -1.8529 -1.6084 4.3268
H -0.3201 -1.5332 5.2465
H -1.4580 -2.9077 5.4455
H 0.3932 -4.3295 2.8914
H 0.4318 -4.1861 4.6721
H 2.6706 -3.6239 4.2331
H 1.8030 -2.1501 4.4707
H 1.6773 -2.0623 2.0824
H 1.9414 -4.4337 1.3808
H 3.5130 -4.3618 2.0712
H 4.2780 -2.5879 0.3715
H 2.6191 -2.3804 -0.1370
H 3.8763 -4.5549 -2.6682
H 4.9862 -3.4302 -1.9110
H 3.3825 -2.8363 -2.3380
C -3.8985 -0.1875 2.0537
O -4.8587 0.0702 3.0299
C -5.2019 -0.9511 3.9291
C -6.4540 -0.5880 4.8188
N -6.6313 -1.7674 5.7429
C -7.7886 -1.5410 6.7116
C -8.0038 -2.6194 7.7594
O -9.2549 -2.3519 8.3822
C -9.5234 -3.2893 9.3832
H -3.6697 0.7282 1.5085
H -4.2511 -0.8375 1.2529
H -2.9596 -0.6083 2.4133
H -4.2882 -1.1896 4.4734
H -5.5206 -1.8540 3.4082
H -7.3292 -0.3982 4.1975
H -6.2887 0.3306 5.3818
H -5.7997 -1.9247 6.2942
H -8.7645 -1.4728 6.2311
H -7.6106 -0.6021 7.2360
H -7.2079 -2.6655 8.5027
H -8.0462 -3.5788 7.2438
H -8.6415 -3.5606 9.9636
H -9.7387 -4.2006 8.8254
H -10.3336 -2.9727 10.0400
C 3.4172 1.5742 6.9407
O 4.4635 2.0081 6.1229
C 4.9723 0.9262 5.2865
C 4.0327 0.6816 4.0351
N 4.2936 -0.6681 3.6513
C 5.4158 -0.8790 2.7628
C 5.4465 -0.0795 1.4801
O 4.1082 0.1224 0.9498
C 4.1334 1.0913 -0.0926
H 3.7178 0.7579 7.5975
H 2.6125 1.1809 6.3196
H 3.0964 2.4357 7.5263
H 5.2013 0.0729 5.9249
H 5.8831 1.3375 4.8514
H 4.1411 1.4682 3.2884
H 2.9965 0.7151 4.3716
H 3.5258 -1.1358 3.1910
H 5.3032 -1.9456 2.5685
H 6.3440 -0.7700 3.3238
H 6.0516 -0.6182 0.7508
H 6.0008 0.8425 1.6553
H 4.4376 2.0774 0.2582
H 3.1404 1.2436 -0.5157
H 4.8256 0.8057 -0.8847